# 1
An isolated molecule of C23H34N2O3S, computed with ωB97M-V/def2-TZVPD.

Output
Gap between HOMO and LUMO, eV: 9.400
Energy relative to the best compared isomer or geometry (same formula, charge and spin), kcal per mole: 0.0
2S+1: 1
Structure (SMILES): O=C(Cc1cccs1)N(C[C@@H]1CCCO1)C1(C(=O)NC2CCCC2)CCCCC1

Each line ends with the Mulliken charge.
Geometry (Å):
O  2.5396  0.8832  1.6839  -0.613
C  1.8430  -0.0617  1.3705  0.473
N  0.5489  0.0387  0.9700  1.035
C  -0.3344  -1.1122  1.0585  -2.716
H  -1.2994  -0.7803  1.4484  0.265
H  0.0813  -1.8155  1.7804  0.830
C  -0.5981  -1.8455  -0.2762  1.074
C  -0.8642  -3.3557  -0.0894  -0.929
H  -1.7926  -3.6354  -0.5863  0.380
C  0.3327  -4.0264  -0.7673  -0.265
H  1.1320  -4.2022  -0.0468  -0.039
C  0.7509  -2.9613  -1.7781  -0.791
H  0.1340  -3.0308  -2.6870  0.347
O  0.5307  -1.7230  -1.1355  -0.444
H  1.8036  -3.0063  -2.0615  0.430
H  0.0759  -4.9693  -1.2430  0.501
H  -0.9439  -3.6254  0.9614  0.435
H  -1.4637  -1.3805  -0.7636  0.492
C  -0.1171  1.3531  0.8344  0.770
C  -0.5935  1.8177  2.2216  -0.786
H  -1.2929  1.0880  2.6340  0.255
C  -1.2718  3.1854  2.1816  -0.710
C  -0.3746  4.2313  1.5313  -0.830
C  0.0402  3.7645  0.1406  -0.601
C  0.7974  2.4436  0.2501  -1.339
H  1.1937  2.1407  -0.7205  0.552
H  1.6470  2.5879  0.9148  0.751
H  -0.8505  3.6464  -0.4809  0.113
H  0.6848  4.5102  -0.3298  0.420
H  -0.9031  5.1846  1.4674  0.419
H  0.5193  4.3801  2.1413  0.364
H  -2.2025  3.1013  1.6200  0.324
H  -1.5204  3.4872  3.2012  0.468
H  0.2852  1.8581  2.8692  0.503
C  -1.3145  1.1740  -0.1301  -0.856
O  -2.4740  1.2315  0.2311  -0.705
N  -0.9586  0.9738  -1.4115  0.531
H  0.0062  0.7937  -1.6358  0.379
C  -1.8948  0.9952  -2.5135  -0.560
H  -2.8938  1.0112  -2.0702  0.672
C  -1.6345  2.2083  -3.4168  -0.775
C  -0.4793  1.7797  -4.3335  -0.828
C  -0.4564  0.2392  -4.2994  -0.563
H  0.4538  -0.1210  -3.8180  0.004
C  -1.6790  -0.1737  -3.4750  -0.610
H  -2.5573  -0.2673  -4.1145  0.491
H  -1.5274  -1.1190  -2.9599  0.026
H  -0.4890  -0.1889  -5.3003  0.584
H  -0.6297  2.1526  -5.3456  0.381
H  0.4665  2.1852  -3.9743  0.321
H  -1.3963  3.0994  -2.8386  0.305
H  -2.5313  2.4119  -4.0018  0.361
C  2.4446  -1.4700  1.3920  -0.581
C  2.1704  -2.1592  2.6860  -0.016
C  2.1826  -1.6301  3.9382  -0.210
C  1.8972  -2.5785  4.9480  -0.560
C  1.6718  -3.8196  4.4539  -0.452
S  1.8057  -3.8613  2.7384  -0.136
H  1.4369  -4.7225  4.9809  0.481
H  1.8631  -2.3406  5.9960  0.412
H  2.3912  -0.5928  4.1286  0.490
H  3.5250  -1.3301  1.2831  0.466
H  2.0833  -2.0515  0.5479  -0.193


# 2
A structure of composition C37H43O2ReSi at a distorted geometry, computed with ωB97M-V/def2-TZVPD.

Output
Gap between HOMO and LUMO (spin up / spin down), eV: 6.737 / 6.626
Energy relative to the best compared isomer or geometry (same formula, charge and spin), kcal per mole: 0.0
Net charge: +1
2S+1: 4
⟨S²⟩: 3.766

Each line ends with the Mulliken charge.
Geometry (Å):
O  -0.4378  3.0396  -4.1248  -0.284
C  0.5160  3.9151  -4.8248  -0.495
C  -0.5169  5.0298  -5.0402  -0.907
H  0.8721  3.4511  -5.7541  0.268
H  1.3383  4.2046  -4.1616  0.279
C  -1.4784  4.0398  -4.3310  1.509
H  -0.7643  5.2287  -6.0838  0.362
H  -0.3244  5.9475  -4.4794  0.282
C  -2.5853  3.5466  -5.2409  -1.643
H  -2.1937  3.1932  -6.1998  0.392
H  -3.2960  4.3644  -5.4271  0.423
H  -3.1394  2.7333  -4.7612  0.294
C  -2.0295  4.5351  -3.0138  -1.561
H  -1.2279  4.8811  -2.3500  0.359
H  -2.5847  3.7313  -2.5140  0.197
H  -2.7147  5.3680  -3.2194  0.490
Re  -0.5772  0.0335  -0.0826  1.753
C  0.5873  1.8271  1.2981  -0.813
C  1.7418  1.1329  0.8566  -0.430
C  1.6817  1.0098  -0.5551  -1.571
H  2.5620  0.7779  1.4754  0.832
C  0.5287  1.7439  -1.0196  -0.265
C  -0.1805  2.2102  0.1478  -1.391
H  -1.0259  2.8890  0.1471  0.942
H  0.3444  2.0884  2.3243  0.659
H  2.4352  0.5613  -1.1909  0.797
H  0.3388  2.0826  -2.0296  0.896
C  -2.2396  -0.4544  1.1760  0.002
C  -2.4510  0.7718  0.4750  -1.232
C  -2.4274  0.4794  -0.9327  -0.392
H  -2.6349  1.7382  0.9255  0.662
C  -2.2964  -0.9525  -1.0695  -0.800
C  -2.0883  -1.5123  0.2079  -0.702
H  -1.8760  -2.5526  0.4320  0.571
H  -2.2997  -0.5967  2.2428  1.085
H  -2.6215  1.1867  -1.7299  0.522
H  -2.3925  -1.5327  -1.9762  0.561
O  0.0735  -0.7372  -2.0364  -0.384
C  -0.5554  -0.2212  -3.3186  0.330
C  0.0014  -1.0398  -4.4569  -0.870
H  -0.3165  0.8425  -3.4210  -0.449
H  -1.6466  -0.3258  -3.2581  0.302
C  1.1423  -1.8797  -3.8981  -0.840
H  0.3251  -0.3838  -5.2726  0.387
H  -0.8035  -1.6773  -4.8352  0.313
C  1.1147  -1.7494  -2.3848  -0.236
H  2.0976  -1.5285  -4.2955  0.286
H  1.0461  -2.9390  -4.1558  0.299
H  2.0747  -1.3956  -1.9868  0.190
H  0.8211  -2.6867  -1.8897  0.341
C  0.1963  1.3870  6.1672  -0.630
C  1.4365  1.0229  5.6285  -0.785
C  1.5039  0.3262  4.4137  -0.154
C  0.3399  -0.0971  3.7538  1.250
C  -0.8913  0.3761  4.2551  -0.429
C  -0.9645  1.0897  5.4526  -1.003
Si  0.4223  -1.2626  2.2680  -0.397
C  2.1918  -1.8789  2.1447  0.092
C  2.8064  -2.0477  0.8950  0.087
C  4.1585  -2.3943  0.8243  -0.564
C  4.8917  -2.6190  1.9955  -0.672
C  4.2549  -2.5537  3.2366  -0.724
C  2.8964  -2.2217  3.3091  -0.544
C  -0.5062  -2.8204  2.7473  0.767
C  -0.1780  -4.0291  2.1046  -0.437
C  -0.8840  -5.2025  2.3986  -0.613
C  -1.9164  -5.1839  3.3436  -0.629
C  -2.2197  -3.9956  4.0137  -0.765
C  -1.5006  -2.8259  3.7362  -0.263
H  0.1392  1.8968  7.1312  0.378
H  2.3604  1.2735  6.1510  0.438
H  2.4862  0.0923  4.0021  0.414
H  -1.8220  0.1791  3.7270  0.361
H  -1.9457  1.4032  5.8210  0.446
H  2.2274  -1.8984  -0.0219  0.316
H  4.6321  -2.4853  -0.1529  0.435
H  5.9541  -2.8532  1.9367  0.393
H  4.8016  -2.7479  4.1576  0.432
H  2.3971  -2.1967  4.2820  0.567
H  0.6387  -4.0495  1.3780  0.323
H  -0.6179  -6.1275  1.8854  0.423
H  -2.4714  -6.0966  3.5693  0.384
H  -3.0176  -3.9612  4.7612  0.414
H  -1.7170  -1.9174  4.2971  0.370


# 3
A cluster of 3 separate species, C8H25BO12P3S in total at a distorted geometry, computed with ωB97M-V/def2-TZVPD.

Output
Gap between HOMO and LUMO, eV: 4.310
Net charge: -1
2S+1: 1

Each line ends with the Mulliken charge.
Geometry (Å):
O  -5.1087  1.8362  -2.9158  -0.440
P  -3.6640  1.1902  -3.4127  -0.175
O  -3.7053  -0.3296  -2.7364  -0.465
C  -2.3497  1.9557  -2.3570  0.480
C  -2.7671  2.9876  -1.2494  -0.319
O  -2.0332  4.1420  -1.5746  -0.729
B  -0.7967  3.5516  -2.1144  0.976
S  0.3282  2.6307  -0.7901  -0.311
O  -1.3526  2.5989  -3.1106  -0.647
H  -5.3632  1.4445  -2.0697  0.301
H  -3.3395  -0.2323  -1.8437  0.359
H  -1.8257  1.0637  -1.9689  -0.143
H  -2.4694  2.7006  -0.2403  0.117
H  -3.8439  3.1603  -1.2833  0.413
H  -0.0580  4.4256  -2.5253  -0.263
H  0.0071  1.3470  -0.7282  -0.117
C  4.2741  -0.2156  -3.2175  -0.773
O  3.0502  -0.0852  -2.5058  -0.302
P  1.9254  -1.1922  -2.0799  0.550
O  1.0985  -0.4372  -1.1425  -0.069
O  2.9362  -2.2437  -1.3369  -0.279
C  4.2514  -2.1515  -0.8514  -0.760
O  0.9650  -2.4380  -2.5612  -0.356
C  1.1760  -3.7909  -2.1869  -0.534
H  4.4697  0.7275  -3.7309  0.239
H  5.1046  -0.3110  -2.5222  0.302
H  4.2618  -1.0411  -3.9279  0.352
H  4.3767  -1.2983  -0.1822  0.302
H  4.9653  -2.1401  -1.6673  0.303
H  4.4759  -3.0628  -0.2903  0.262
H  1.1292  -3.8902  -1.1045  0.238
H  2.1133  -4.1862  -2.5747  0.251
H  0.3575  -4.3635  -2.6218  0.269
C  1.4589  0.8830  4.5075  -0.762
O  0.5713  1.1770  3.4378  -0.319
P  -0.5669  0.2336  2.6558  0.989
O  -1.2354  1.3585  1.9711  -0.515
O  -1.3499  -0.2376  4.0221  -0.287
C  -1.2638  0.1209  5.3760  -0.806
O  -1.3513  -0.9960  1.8328  -0.256
C  -2.3425  -1.8303  2.4040  -0.609
H  2.3437  1.5154  4.4011  0.241
H  1.0274  1.1977  5.4557  0.297
H  1.7459  -0.1677  4.5405  0.343
H  -1.3414  1.2004  5.5141  0.325
H  -0.3662  -0.2877  5.8306  0.326
H  -2.0933  -0.3522  5.9091  0.255
H  -3.1859  -1.2297  2.7423  0.268
H  -1.9527  -2.4450  3.2143  0.263
H  -2.6868  -2.4930  1.6095  0.219


# 4
A cluster of 12 separate species, H24O12 in total at a distorted geometry, computed with ωB97M-V/def2-TZVPD.

Output
Gap between HOMO and LUMO, eV: 9.244
Energy relative to the best compared isomer or geometry (same formula, charge and spin), kcal per mole: 110.6
2S+1: 1
Structure (SMILES): O.O.O.O.O.O.O.O.O.O.O.O

Each line ends with the Mulliken charge.
Geometry (Å):
H  0.8032  -0.5090  -1.0259  0.266
H  0.0827  -0.6333  0.3530  0.239
H  -4.4307  -0.3075  -0.4873  0.344
H  -4.2883  0.2350  0.8789  0.272
H  4.0822  1.2619  -2.8799  0.300
H  5.2875  1.5863  -3.7610  0.297
H  -1.3037  1.0505  -2.0192  0.261
H  -0.4711  0.4142  -3.2062  0.330
H  -2.7802  2.5390  0.0378  0.296
H  -1.7803  3.4881  0.4640  0.295
H  -1.5272  -1.2799  3.8444  0.354
H  -1.7621  0.0782  4.3433  0.295
H  0.0246  4.1535  1.5570  0.295
H  -0.1846  3.5687  0.2866  0.316
H  -3.2361  -0.5690  -2.9113  0.322
H  -2.6246  -1.0603  -1.5322  0.311
H  3.3129  2.6265  -0.8905  0.339
H  3.1949  1.6272  0.2147  0.283
H  1.9377  -4.2940  -1.5085  0.275
H  2.1178  -2.9139  -0.9260  0.293
H  1.0281  -3.3951  0.8845  0.297
H  0.1689  -4.5860  1.0593  0.313
H  0.3974  -2.1992  4.5489  0.310
H  0.7276  -1.2329  3.4078  0.325
O  -0.0855  -0.5064  -0.6225  -0.463
O  -3.7848  0.1353  0.1183  -0.601
O  4.7863  1.9166  -3.0328  -0.597
O  -0.9231  1.2315  -2.8602  -0.625
O  -2.0056  2.9085  -0.3503  -0.577
O  -1.5965  -0.8533  4.7165  -0.629
O  0.1857  4.3992  0.7010  -0.629
O  -3.2178  -1.2510  -2.3023  -0.650
O  3.8956  2.0514  -0.2529  -0.621
O  1.4888  -3.6261  -0.9709  -0.584
O  1.1280  -4.3072  1.1403  -0.603
O  0.2818  -2.0544  3.6242  -0.648


Question: Which of these has the highest 2S+1?
Answer: C37H43O2ReSi


Question: Which of these has the highest 2S+1?
Answer: C37H43O2ReSi